[1]
DFT (the ωB97M-V functional and the def2-TZVPD basis) results for a cluster of 2 separate species, C9H12NO2S in total.

Computed properties:
<S²>: 2.05
LUMO level (spin up / spin down): 0.109 / 0.068 hartree
2S+1: 3
HOMO energy (spin up / spin down): -2.63 / -3.25 eV
Frontier orbital gap (spin up / spin down): 5.6 / 5.1 eV
Net charge: -1

XYZ file:
```
25
Properties=species:S:1:pos:R:3:forces:R:3:mulliken_charge:R:1
S -0.524104 -2.308090 3.291351 -4.0 -1.1 2.1 0.4558
O -0.339975 -3.012858 4.579582 0.3 -0.3 0.0 -0.6208
O 0.647205 -1.703145 2.742139 2.7 1.5 -1.0 -0.5909
N -1.576742 -0.987895 -0.692007 -0.4 -0.7 1.1 -0.4160
C 2.928075 2.303876 -0.970210 3.9 -2.7 -0.8 -1.2212
C -0.474592 0.881770 -1.741120 0.9 0.8 -1.6 -0.3267
C -1.791198 -1.107486 3.614369 0.1 -0.2 -0.4 -0.7656
C -0.552929 -0.121600 -0.800270 -0.6 -0.6 1.2 0.4612
C 0.681865 1.665096 -1.770508 -0.6 -2.5 1.9 -0.7932
C -2.399695 -1.248607 -1.805486 -1.1 1.2 -1.0 -0.9163
C 1.780147 1.428344 -0.918596 -3.0 0.3 -0.6 0.8782
C 0.460004 -0.285457 0.171041 -0.4 0.9 -0.2 -0.0631
C 1.611443 0.471795 0.050860 2.4 -2.4 1.1 -0.6258
H -1.259585 0.934597 -2.516976 0.6 0.4 0.5 0.2926
H -2.050024 -0.578779 2.698783 0.1 0.1 -0.1 0.2096
H 0.798062 2.392122 -2.455041 0.2 2.5 -2.4 0.4949
H 3.180513 2.617820 -2.004995 -0.2 0.1 0.7 0.3547
H -3.120819 -0.384596 -2.053192 1.1 -0.5 0.1 0.2375
H 2.583578 0.081378 0.550154 -1.9 1.1 -0.1 0.1212
H -1.657049 -1.333755 -2.657901 -1.5 -0.6 0.2 0.3516
H -2.702531 -1.442887 4.151123 0.8 -0.2 -0.2 0.2652
H 2.927045 3.092702 -0.288702 -0.3 1.5 1.0 0.2938
H 0.213216 -0.916930 1.017935 0.7 -0.3 -0.2 0.3852
H 3.817378 1.607203 -0.583811 -1.3 1.6 -0.9 0.2781
H -3.179287 -2.044616 -1.608523 1.6 0.2 -0.4 0.2600
```
Forces are in eV/Å.

---

[2]
DFT (the ωB97M-V functional and the def2-TZVPD basis) results for a cluster of 2 separate species, C9H12NP in total.

Computed properties:
LUMO level: 0.012 hartree
HOMO energy: -7.27 eV
Frontier orbital gap: 7.6 eV

XYZ file:
```
23
Properties=species:S:1:pos:R:3:forces:R:3:mulliken_charge:R:1
P 2.034855 -1.933109 0.349620 0.3 -0.2 0.2 -0.1524
N 3.311553 0.601082 0.566637 -1.0 2.1 -0.6 -0.4351
C -0.489231 0.053709 -0.288931 -1.7 0.3 0.9 0.9096
C -1.386684 0.520240 0.673590 -0.1 1.1 1.5 -0.3390
C -1.919828 -1.867645 -0.575832 -2.9 -0.9 1.0 -0.3943
C -2.444590 -0.239656 1.131563 -1.6 -0.4 -1.0 -0.6983
C -2.775916 -1.427500 0.527320 2.9 -0.8 -1.9 -0.5431
C 0.609240 0.863563 -0.676579 3.7 0.2 -0.2 -0.3640
C 0.868001 2.354173 -0.247910 -0.2 -2.6 0.0 -1.2254
C 2.395724 -0.151092 0.316248 -3.4 -0.2 -1.6 0.2886
C -0.817824 -1.201562 -0.922808 1.1 3.2 -0.2 -0.4847
H -2.203754 -2.642340 -1.303424 -0.2 -0.1 1.0 0.3120
H -1.375589 1.501683 1.228959 0.8 -0.9 -1.2 0.1239
H 0.505929 2.369912 0.782597 0.2 0.7 -0.1 0.2881
H 1.848358 -1.998908 1.743591 0.1 -0.1 0.2 0.0459
H -0.272993 -1.435979 -1.824784 0.2 -0.3 0.0 0.4445
H 0.626394 -1.853122 0.093185 0.8 -0.2 0.3 0.1310
H 4.118806 0.270024 0.988897 2.0 -1.0 1.0 0.2591
H 0.892582 0.592225 -1.702265 0.3 0.5 0.2 0.3966
H 0.324249 3.037811 -0.889678 -0.1 0.2 0.0 0.3402
H 1.954710 2.553357 -0.274890 -0.5 -0.1 0.0 0.3587
H -3.495880 -2.064708 0.955313 -1.2 -0.5 -0.1 0.4388
H -3.276345 0.183332 1.690591 0.7 0.2 0.8 0.2993
```
Forces are in eV/Å.

---

| no. | F_max (Eh/bohr) |
| --- | --- |
| 1 | 0.0943 |
| 2 | 0.0723 |